[1]
Computed, not measured: C3H6BN in the gas phase in a non-equilibrium geometry, with wB97M-V/def2-TZVPD.

Bonds (Å) are listed after each position.
Element x y z (Å)
1 B 0.88799 0.58771 -0.07973  C3 1.567, C4 1.571, H6 1.178
2 C -0.77494 -1.09166 -0.09599  C3 1.529, N5 1.305, H7 1.077
3 C 0.74630 -0.97123 0.00062  B1 1.567, C2 1.529, H8 1.155, H9 1.138
4 C -0.54453 1.22081 0.04231  B1 1.571, N5 1.550, H10 1.138, H11 1.047
5 N -1.49127 -0.00157 -0.06552  C2 1.305, C4 1.550
6 H 1.62014 1.45771 -0.38922  B1 1.178
7 H -1.36325 -1.99401 -0.09610  C2 1.077
8 H 1.36218 -1.71567 -0.63199  C3 1.155
9 H 1.03414 -1.17767 1.08259  C3 1.138
10 H -0.71014 1.82678 0.99120  C4 1.138
11 H -0.76661 1.85880 -0.75819  C4 1.047

- total charge = 0
- SMILES string = B1CC=NC1
- lowest unoccupied orbital energy (eV) = 0.6507
- energy above the lowest of the compared OMol25 structures with the same formula, charge and spin (eV) = 1.171


[2]
Computed, not measured: C3H3NO2S in the gas phase in a non-equilibrium geometry, with wB97M-V/def2-TZVPD.

Bonds (Å) are listed after each position.
Element x y z (Å)
1 C 0.37396 -0.37576 -0.12353  C2 1.363, C3 1.487, S10 1.847
2 C -0.45951 -1.44973 -0.01932  C1 1.363, H5 1.029, O8 1.293
3 C -0.63731 0.70334 -0.27434  C1 1.487, N7 1.297, O9 1.411
4 H 2.13182 0.21428 1.06586  S10 1.359
5 H -0.41555 -2.47733 -0.04293  C2 1.029
6 H 0.68357 2.36060 -0.06149  O9 1.048
7 N -1.86926 0.33410 -0.10926  C3 1.297, O8 1.460
8 O -1.70178 -1.11578 -0.15037  C2 1.293, N7 1.460
9 O -0.32115 2.06413 -0.07926  C3 1.411, H6 1.048
10 S 2.21521 -0.25785 -0.20535  C1 1.847, H4 1.359

- total charge = 0
- SMILES string = Oc1nocc1S
- lowest unoccupied orbital energy (eV) = 0.3365
- energy above the lowest of the compared OMol25 structures with the same formula, charge and spin (eV) = 3.752


Calculated HOMO energy, -9.3639; -9.9190 eV (same order as the records).